(1)
# C32H26N6O4Tb

A structure of composition C32H26N6O4Tb in a non-equilibrium geometry (the ωB97M-V functional and the def2-TZVPD basis, the Open Molecules 2025 dataset).

Geometry as ORCA input:
```
! RIJCOSX wB97M-V def2-TZVPD def2/J DEFGRID3
* xyz -1 7
Tb 0.34 0.63 0.86
C 4.76 -4.25 -1.88
C 3.62 -3.26 -1.82
C 2.30 -3.66 -2.03
C 1.25 -2.77 -1.89
C 1.43 -1.42 -1.53
N 0.36 -0.58 -1.26
C -0.73 -0.71 -2.10
C -0.60 -1.02 -3.47
C -1.69 -1.10 -4.32
C -2.99 -0.87 -3.87
C -4.17 -0.89 -4.81
C -3.13 -0.56 -2.53
C -2.04 -0.50 -1.67
N -2.33 -0.12 -0.30
C -3.33 -0.70 0.42
C -3.89 0.26 1.22
C -3.18 1.44 0.90
N -2.25 1.23 -0.01
C 2.77 -1.03 -1.38
C 3.82 -1.94 -1.50
N 3.13 0.33 -1.10
C 4.15 1.00 -1.67
C 4.27 2.20 -1.01
C 3.27 2.18 -0.04
N 2.59 1.04 -0.09
H 4.56 -5.05 -2.58
H 4.93 -4.70 -0.90
H 5.69 -3.76 -2.18
H 2.09 -4.69 -2.30
H 0.24 -3.12 -2.04
H 0.39 -1.18 -3.87
H -1.52 -1.34 -5.37
H -4.02 -1.62 -5.62
H -4.32 0.08 -5.28
H -5.09 -1.15 -4.29
H -4.12 -0.35 -2.13
H -3.56 -1.75 0.29
H -4.66 0.14 1.95
H -3.29 2.42 1.33
H 4.83 -1.58 -1.31
H 4.69 0.59 -2.51
H 4.97 3.00 -1.22
H 2.98 2.94 0.66
C 1.45 -1.89 1.54
C 0.41 -1.44 2.40
C 0.97 -0.47 3.27
C 2.33 -0.31 2.94
C 2.62 -1.20 1.88
H 1.37 -2.69 0.83
H -0.56 -1.90 2.51
H 0.49 -0.05 4.14
H 3.03 0.32 3.45
H 3.59 -1.34 1.43
O -3.51 5.55 4.60
C -3.65 4.34 4.82
O -4.55 3.69 5.39
C -2.63 3.44 4.07
C -2.60 2.07 4.30
C -1.72 1.28 3.59
N -0.90 1.76 2.66
C -0.92 3.09 2.44
C -1.74 3.95 3.14
C -0.01 3.61 1.34
O 0.27 4.79 1.30
O 0.41 2.70 0.50
H -3.29 1.65 5.03
H -1.68 0.21 3.75
H -1.71 5.02 2.95
*
```

## Properties
Energy above the lowest of the compared OMol25 structures with the same formula, charge and spin, eV: 2.033
Highest occupied orbital energy (alpha / beta), eV: -5.3 / -5.3
Frontier orbital gap (alpha / beta), eV: 7.46 / 7.47

=====

(2)
# C6H10S

The molecule C6H10S in a non-equilibrium geometry (the ωB97M-V functional and the def2-TZVPD basis, the Open Molecules 2025 dataset).

Geometry as ORCA input:
```
! RIJCOSX wB97M-V def2-TZVPD def2/J DEFGRID3
* xyz 0 1
C 0.32 -1.01 -1.22
C 0.63 -0.52 -0.03
C 1.90 -1.08 0.65
C 0.12 0.66 0.67
C -0.99 1.35 -0.20
C -2.28 0.62 -0.19
S -2.49 -0.89 0.47
H 0.76 -1.93 -1.58
H -0.47 -0.69 -1.74
H 2.45 -1.93 0.18
H 1.59 -1.32 1.61
H 2.70 -0.33 0.82
H 0.90 1.29 0.74
H -0.40 0.58 1.67
H -0.52 1.48 -1.29
H -1.29 2.45 0.18
H -2.94 1.27 -0.73
*
```

## Properties
Energy above the lowest of the compared OMol25 structures with the same formula, charge and spin, eV: 2.903
Highest occupied orbital energy, eV: -8.5
Frontier orbital gap, eV: 8.25

=====

(3)
# C7H8N2O

The molecule C7H8N2O in a non-equilibrium geometry (the ωB97M-V functional and the def2-TZVPD basis, the Open Molecules 2025 dataset).

Geometry as ORCA input:
```
! RIJCOSX wB97M-V def2-TZVPD def2/J DEFGRID3
* xyz 0 1
C 1.85 0.81 0.96
C 0.83 0.48 -0.22
C 0.20 1.65 -0.99
N -0.52 0.87 0.07
C -1.71 0.42 0.30
O -2.80 0.97 0.18
C -1.72 -1.01 0.72
C -0.99 -1.91 0.05
C 0.15 -1.63 -0.86
N 1.02 -0.71 -0.93
H 1.76 0.08 1.75
H 1.95 1.89 1.30
H 2.96 0.87 0.59
H 0.40 2.67 -0.96
H -0.14 1.43 -2.08
H -2.44 -1.37 1.41
H -1.32 -3.01 0.09
H 0.55 -2.50 -1.37
*
```

## Properties
Energy above the lowest of the compared OMol25 structures with the same formula, charge and spin, eV: 3.348
Highest occupied orbital energy, eV: -9.6
Frontier orbital gap, eV: 9.44

=====

(4)
# C4H13NO3S

A cluster of 3 separate species, C4H13NO3S in total in a non-equilibrium geometry (the ωB97M-V functional and the def2-TZVPD basis, the Open Molecules 2025 dataset).

Geometry as ORCA input:
```
! RIJCOSX wB97M-V def2-TZVPD def2/J DEFGRID3
* xyz -2 1
C 0.01 -1.01 0.78
N 0.09 0.41 0.29
C -1.11 1.23 0.54
O -0.87 2.28 1.41
C -1.14 -1.82 0.14
C -0.88 -2.20 -1.33
S -0.44 -4.01 -1.52
H -0.17 -0.86 1.86
H 0.91 -1.56 0.60
H 0.91 0.85 0.68
H -1.79 0.55 1.08
H -1.47 1.57 -0.44
H -2.08 -1.29 0.28
H -1.32 -2.79 0.59
H -0.04 -1.66 -1.76
H -1.80 -2.14 -1.91
H 0.61 4.44 0.76
H 0.10 2.85 1.34
O 1.11 3.68 1.11
H 2.41 3.34 0.25
H 3.05 4.58 -0.48
O 3.21 3.65 -0.32
*
```

## Properties
Energy above the lowest of the compared OMol25 structures with the same formula, charge and spin, eV: 0.000
Highest occupied orbital energy, eV: -0.1
Frontier orbital gap, eV: 6.00

=====

(5)
# C60H57Ge2N3O2S4W

A structure of composition C60H57Ge2N3O2S4W in a non-equilibrium geometry (the ωB97M-V functional and the def2-TZVPD basis, the Open Molecules 2025 dataset).

Geometry as ORCA input:
```
! RIJCOSX wB97M-V def2-TZVPD def2/J DEFGRID3
* xyz 2 1
W -1.25 0.32 1.02
O -2.85 2.78 8.18
N -1.94 2.70 7.39
O -0.80 3.08 7.57
C -2.23 2.04 6.10
C -3.27 1.18 6.08
C -3.61 0.45 4.91
C -4.70 -0.43 4.81
C -4.98 -1.02 3.60
C -4.15 -0.75 2.51
N -3.08 0.03 2.59
C -2.83 0.65 3.76
C -1.75 1.57 3.77
N -1.09 1.72 2.58
C -0.21 2.75 2.50
C 0.12 3.53 3.58
C -0.45 3.31 4.82
C -1.44 2.32 4.92
H -3.86 1.05 6.98
H -5.32 -0.63 5.68
H -5.81 -1.69 3.49
H -4.34 -1.20 1.54
H 0.25 2.91 1.53
H 0.83 4.34 3.45
H -0.15 3.89 5.67
C -5.66 -1.50 -4.34
C -4.48 -0.57 -4.34
C -4.57 0.71 -3.83
C -3.48 1.56 -3.78
C -3.65 2.98 -3.30
C -2.24 1.10 -4.28
C -2.14 -0.17 -4.86
C -0.86 -0.66 -5.47
C -3.26 -0.99 -4.88
C -1.04 1.97 -4.20
C -0.46 2.53 -5.33
C 0.68 3.32 -5.23
C 1.28 3.54 -4.00
C 0.74 2.97 -2.85
C -0.42 2.21 -2.97
Ge -0.80 1.28 -1.27
S -2.95 1.06 -0.42
S 1.11 0.39 0.95
Ge 0.48 -1.63 0.01
S -1.46 -2.00 1.19
S -0.33 -0.91 -1.97
C 1.91 -2.96 0.41
C 1.65 -4.15 -0.27
C 2.57 -5.19 -0.18
C 3.71 -5.03 0.57
C 3.93 -3.87 1.28
C 3.04 -2.79 1.24
C 3.39 -1.61 2.08
C 2.84 -1.42 3.35
C 1.71 -2.26 3.88
C 3.23 -0.32 4.10
C 4.12 0.63 3.60
C 4.38 1.92 4.32
C 4.67 0.41 2.34
C 4.35 -0.70 1.58
C 4.88 -0.84 0.18
C 0.36 -4.25 -1.00
C -0.76 -4.79 -0.36
C -0.65 -5.36 1.03
C -1.97 -4.84 -1.04
C -2.09 -4.38 -2.35
C -3.40 -4.49 -3.07
C -0.96 -3.88 -2.98
C 0.27 -3.82 -2.34
C 1.51 -3.36 -3.07
C 1.42 3.12 -1.53
C 0.90 3.97 -0.53
C -0.44 4.64 -0.70
C 1.68 4.25 0.58
C 2.98 3.77 0.71
C 3.89 4.29 1.78
C 3.44 2.86 -0.24
C 2.68 2.53 -1.35
C 3.24 1.56 -2.36
H -6.57 -0.99 -4.02
H -5.48 -2.34 -3.66
H -5.83 -1.92 -5.33
H -5.53 1.07 -3.45
H -4.52 3.06 -2.64
H -3.82 3.64 -4.15
H -2.77 3.34 -2.77
H 0.01 -0.27 -4.94
H -0.78 -0.33 -6.51
H -0.82 -1.75 -5.46
H -3.20 -1.97 -5.33
H -0.91 2.35 -6.29
H 1.11 3.76 -6.12
H 2.17 4.16 -3.92
H 2.38 -6.11 -0.72
H 4.44 -5.83 0.62
H 4.81 -3.77 1.91
H 1.56 -3.17 3.31
H 0.78 -1.67 3.84
H 1.87 -2.52 4.92
H 2.80 -0.18 5.09
H 4.00 1.90 5.34
H 3.89 2.73 3.78
H 5.45 2.15 4.35
H 5.36 1.14 1.93
H 5.59 -0.05 -0.04
H 4.05 -0.78 -0.53
H 5.37 -1.80 0.03
H -0.05 -4.72 1.68
H -0.17 -6.34 1.00
H -1.64 -5.48 1.48
H -2.84 -5.26 -0.54
H -4.24 -4.42 -2.38
H -3.46 -5.46 -3.57
H -3.50 -3.72 -3.84
H -1.03 -3.55 -4.01
H 1.30 -3.20 -4.12
H 2.30 -4.11 -2.98
H 1.89 -2.43 -2.64
H -0.53 5.06 -1.71
H -0.57 5.44 0.02
H -1.28 3.94 -0.58
H 1.29 4.93 1.33
H 3.35 4.75 2.60
H 4.53 5.06 1.35
H 4.55 3.52 2.17
H 4.44 2.45 -0.14
H 3.99 0.92 -1.90
H 3.72 2.09 -3.19
H 2.46 0.93 -2.79
*
```

## Properties
Energy above the lowest of the compared OMol25 structures with the same formula, charge and spin, eV: 0.000
Highest occupied orbital energy (alpha / beta), eV: -12.6 / -12.6
Frontier orbital gap (alpha / beta), eV: 5.21 / 5.22

=====

(6)
# C29H65N3O5

A cluster of 5 separate species, C29H65N3O5 in total in a non-equilibrium geometry (the ωB97M-V functional and the def2-TZVPD basis, the Open Molecules 2025 dataset).

Geometry as ORCA input:
```
! RIJCOSX wB97M-V def2-TZVPD def2/J DEFGRID3
* xyz 0 1
C -5.14 -0.88 -3.35
C -3.94 -1.09 -2.41
C -4.43 -1.41 -0.99
C -3.23 -2.42 -2.79
C -2.26 -2.30 -4.00
C -1.27 -1.18 -3.68
C -1.83 0.18 -3.29
C -0.74 0.96 -2.60
C -2.42 0.83 -4.56
N -2.97 0.00 -2.37
O -3.54 1.23 -1.96
H -4.68 -0.40 -4.21
H -5.49 -1.85 -3.70
H -5.96 -0.34 -2.88
H -3.65 -1.73 -0.31
H -4.92 -0.53 -0.55
H -5.33 -2.04 -1.03
H -2.48 -2.73 -2.05
H -3.93 -3.24 -2.90
H -1.71 -3.24 -4.14
H -2.88 -2.09 -4.88
H -0.62 -1.00 -4.55
H -0.49 -1.58 -3.02
H 0.29 0.72 -2.90
H -0.72 0.65 -1.55
H -0.76 2.04 -2.74
H -1.70 1.37 -5.18
H -3.29 1.46 -4.37
H -2.88 0.18 -5.32
H -3.40 1.16 -1.00
C 1.20 -1.10 3.02
C 0.35 -1.91 2.02
C -0.71 -1.00 1.46
C 1.31 -2.32 0.89
C 0.89 -3.50 0.02
C 0.52 -4.65 0.93
C -0.55 -4.32 1.97
C -1.88 -4.09 1.28
C -0.71 -5.55 2.88
N -0.10 -3.13 2.73
O -1.05 -2.77 3.75
H 0.64 -0.63 3.82
H 2.03 -1.63 3.49
H 1.76 -0.30 2.52
H -1.37 -0.65 2.25
H -0.21 -0.12 1.05
H -1.34 -1.33 0.63
H 1.45 -1.45 0.24
H 2.27 -2.66 1.29
H -0.02 -3.18 -0.50
H 1.58 -3.80 -0.77
H 1.42 -4.88 1.51
H 0.33 -5.55 0.34
H -2.71 -3.58 1.78
H -2.26 -4.94 0.71
H -1.76 -3.30 0.51
H -1.30 -5.29 3.77
H 0.27 -5.84 3.26
H -1.27 -6.35 2.40
H -0.47 -2.88 4.52
C 6.58 3.91 -0.97
C 5.95 4.02 0.41
C 7.07 3.82 1.43
C 5.38 5.42 0.65
C 4.05 5.62 -0.06
C 3.05 4.59 0.45
C 3.50 3.13 0.22
C 2.60 2.23 1.01
C 3.42 2.76 -1.26
N 4.92 2.97 0.64
O 5.46 1.69 0.52
H 7.06 2.92 -0.98
H 6.02 4.24 -1.84
H 7.52 4.49 -0.91
H 7.77 3.03 1.19
H 7.61 4.76 1.61
H 6.67 3.64 2.43
H 5.08 5.52 1.70
H 6.11 6.15 0.31
H 3.70 6.66 -0.03
H 4.12 5.61 -1.16
H 2.26 4.76 -0.30
H 2.62 4.80 1.42
H 3.19 1.37 1.34
H 1.78 1.77 0.46
H 2.17 2.70 1.90
H 3.62 1.71 -1.49
H 4.06 3.30 -1.96
H 2.43 2.97 -1.67
H 5.57 1.36 1.41
C -4.75 -1.50 2.98
O -5.69 -1.09 2.01
H -3.77 -1.87 2.68
H -4.44 -0.71 3.68
H -5.21 -2.24 3.64
H -6.56 -1.26 2.36
C -3.77 1.80 2.03
O -3.37 0.60 1.41
H -3.82 1.67 3.12
H -3.15 2.67 1.85
H -4.77 2.07 1.66
H -4.00 -0.11 1.58
*
```

## Properties
Energy above the lowest of the compared OMol25 structures with the same formula, charge and spin, eV: 1.226
Highest occupied orbital energy, eV: -7.7
Frontier orbital gap, eV: 8.30

=====

(7)
# C17H32N4O2Pb2

A structure of composition C17H32N4O2Pb2 in a non-equilibrium geometry (the ωB97M-V functional and the def2-TZVPD basis, the Open Molecules 2025 dataset).

Geometry as ORCA input:
```
! RIJCOSX wB97M-V def2-TZVPD def2/J DEFGRID3
* xyz 2 1
Pb 8.82 14.22 -21.33
Pb 9.35 16.28 -14.50
O 11.74 15.44 -18.20
H 12.53 15.95 -18.47
C 4.20 15.23 -17.07
O 5.53 14.76 -17.29
H 3.86 15.87 -17.87
H 3.55 14.36 -17.09
H 4.14 15.80 -16.14
C -0.27 18.33 -20.82
C -0.29 17.05 -21.59
C 0.70 17.07 -22.83
C 2.17 17.11 -22.59
N 3.29 17.15 -22.45
H -0.81 19.04 -21.44
H 0.77 18.64 -20.69
H -0.75 18.27 -19.85
H -1.26 16.63 -21.88
H 0.20 16.25 -21.03
H 0.50 18.00 -23.35
H 0.60 16.30 -23.60
C 1.54 18.08 -9.60
C 1.12 18.83 -10.86
C 2.15 19.90 -11.37
C 3.54 19.40 -11.23
N 4.63 19.05 -11.11
H 0.98 17.22 -9.22
H 1.62 18.72 -8.73
H 2.56 17.73 -9.69
H 0.14 19.29 -10.76
H 0.96 18.00 -11.55
H 2.00 20.70 -10.65
H 1.91 20.34 -12.34
C 6.96 25.07 -18.22
C 6.49 24.46 -19.42
C 5.71 23.13 -19.28
C 6.37 22.20 -18.30
N 7.01 21.50 -17.53
H 7.19 26.10 -18.50
H 7.79 24.45 -17.89
H 6.32 25.06 -17.34
H 7.34 24.19 -20.04
H 5.95 25.19 -20.02
H 5.49 22.66 -20.24
H 4.68 23.33 -18.97
C -0.31 5.96 -11.96
C -1.27 7.16 -12.05
C -0.63 8.54 -11.84
C 0.60 8.82 -12.52
N 1.57 9.05 -13.12
H 0.04 6.04 -10.93
H 0.43 6.08 -12.74
H -0.88 5.04 -12.07
H -2.18 7.07 -11.45
H -1.66 7.19 -13.07
H -0.67 8.59 -10.75
H -1.23 9.40 -12.15
*
```

## Properties
Highest occupied orbital energy, eV: -12.5
Frontier orbital gap, eV: 2.59

=====

(8)
# C5H7N3O2S

A cluster of 2 separate species, C5H7N3O2S in total in a non-equilibrium geometry (the ωB97M-V functional and the def2-TZVPD basis, the Open Molecules 2025 dataset).

Geometry as ORCA input:
```
! RIJCOSX wB97M-V def2-TZVPD def2/J DEFGRID3
* xyz 0 1
C -3.93 0.51 0.48
C -2.13 -0.76 -0.26
C 1.84 0.34 -1.29
C 1.47 1.19 0.96
C -3.43 -0.44 -0.41
N -4.21 1.23 1.37
N -0.96 -0.80 -0.37
N 1.94 0.02 0.15
O 1.71 -2.53 -0.38
O 1.37 -1.64 1.89
S 1.30 -1.47 0.45
H 1.59 -0.65 -1.83
H 0.84 0.85 -1.34
H 2.69 0.64 -1.88
H 1.37 0.77 2.08
H 2.10 2.09 0.78
H 0.45 1.54 0.79
H -4.01 -0.88 -1.19
*
```

## Properties
Energy above the lowest of the compared OMol25 structures with the same formula, charge and spin, eV: 6.560
Highest occupied orbital energy (alpha / beta), eV: -8.0 / -9.7
Frontier orbital gap (alpha / beta), eV: 5.05 / 8.38

=====

(9)
# C11H16ClO2PPd

A structure of composition C11H16ClO2PPd in a non-equilibrium geometry (the ωB97M-V functional and the def2-TZVPD basis, the Open Molecules 2025 dataset).

Geometry as ORCA input:
```
! RIJCOSX wB97M-V def2-TZVPD def2/J DEFGRID3
* xyz 2 5
Cl -0.28 4.15 -0.89
C -2.13 -0.11 -1.31
C -1.39 -1.31 -1.51
C -0.18 -0.97 -2.14
H -1.73 -2.31 -1.26
C -0.13 0.43 -2.39
C -1.41 0.99 -1.93
H -1.69 2.06 -2.04
H -3.12 -0.01 -0.87
H 0.59 -1.65 -2.49
C 0.90 1.19 -3.14
Pd -0.25 0.82 -0.10
C 1.55 1.62 0.06
O 2.61 2.02 0.18
C -1.50 1.68 1.17
O -2.20 2.15 1.95
H 1.91 0.85 -2.85
H 0.80 2.26 -2.92
H 0.78 1.01 -4.21
C -1.05 -1.75 2.00
P 0.34 -0.66 1.61
C 0.93 0.08 3.13
C 1.67 -1.68 0.93
H -1.88 -1.14 2.39
H -0.69 -2.45 2.76
H -1.37 -2.28 1.09
H 1.39 -0.73 3.72
H 1.68 0.86 2.91
H 0.09 0.52 3.68
H 2.08 -2.25 1.78
H 1.25 -2.36 0.18
H 2.44 -1.04 0.48
*
```

## Properties
Energy above the lowest of the compared OMol25 structures with the same formula, charge and spin, eV: 0.000
Highest occupied orbital energy (alpha / beta), eV: -15.4 / -17.6
Frontier orbital gap (alpha / beta), eV: 8.83 / 6.66